# 1
13
Properties=species:S:1:pos:R:3:forces:R:3:nbo_charge:R:1 method="wB97M-V/def2-TZVPD" smiles="NCC(=O)O.O" total_charge=0 lumo_ev=0.411 e_above_lowest_kj_mol=67.5
N 0.7470 0.3135 -1.3074 0.0105 -0.1859 0.1240 -0.821
C 0.8473 1.2512 -0.2108 -0.7377 0.1022 0.5502 -0.332
C 0.0334 0.9878 1.0669 0.3428 -0.5000 -1.5309 0.769
O 0.2880 1.4756 2.1193 0.0352 0.3286 0.9603 -0.583
O -1.0640 0.2019 0.8626 0.9024 0.3589 -0.5124 -0.699
H 1.3696 -0.4540 -1.0836 -0.1814 -0.1602 -0.3412 0.354
H -0.1931 -0.0487 -1.4769 0.3335 0.3105 0.1803 0.374
H 1.8928 1.3508 0.0679 -0.0157 0.0460 0.1512 0.226
H 0.5030 2.2611 -0.4609 0.0984 -0.0676 -0.4335 0.219
H -1.4866 0.2375 1.7131 -0.7815 -0.2222 0.8457 0.493
O -1.1228 -2.7685 -0.6995 -0.5189 -0.3415 0.3170 -0.933
H -0.3739 -2.1882 -0.7942 0.3710 0.3148 0.0444 0.461
H -1.4406 -2.6200 0.2034 0.1413 0.0165 -0.3551 0.471



# 2
73
Properties=species:S:1:pos:R:3:forces:R:3:lowdin_charge:R:1 method="wB97M-V/def2-TZVPD" smiles="CCCCCCCCCCCCCCNC(=O)O.O=C1C=CC(=O)C=C1.O=C1C=CC(=O)C=C1" total_charge=0 lumo_ev=-1.783
C 2.7484 -1.6257 2.2637 -0.5723 -0.0428 -0.4441 -0.131
C 2.2323 -0.8287 0.9651 0.5269 0.0256 0.1395 -0.244
C 2.6680 0.7401 1.0163 -0.3974 -1.1134 0.4783 -0.202
C 1.4851 1.6921 1.5304 0.4321 0.8303 -0.5280 -0.199
C 0.6371 2.3841 0.3430 -0.5780 -1.2110 -0.7870 -0.185
C -0.8813 1.8224 0.2390 0.6019 0.1223 0.6754 -0.187
C -1.9725 2.8403 0.8990 -0.7483 -2.1095 -0.7149 -0.183
C -2.7690 1.9382 1.9987 0.1856 1.7329 -0.1904 -0.205
C -1.9176 1.9751 3.3500 0.5847 0.1076 -0.1607 -0.198
C -1.5800 0.5644 4.0237 -0.5546 0.9191 1.3855 -0.211
C -2.5988 -0.6293 3.7126 1.8601 -1.0301 0.0452 -0.180
C -1.8516 -1.6208 2.6530 -0.6216 0.2677 -0.9788 -0.192
C -2.7088 -1.8454 1.3010 0.9864 -0.0729 -0.5412 -0.187
C -2.1827 -3.1550 0.4868 0.4909 1.4386 -0.4611 -0.203
N -2.9984 -4.3787 0.7814 -0.9836 1.8966 -0.7193 0.044
C -4.3617 -4.2475 0.2822 -1.8787 -0.0334 2.6275 -0.471
O -5.3372 -4.5812 0.9928 3.2071 0.7966 -2.7593 0.053
O -4.5560 -3.6893 -1.0200 0.7203 -0.5236 1.8243 0.032
H 3.8706 -1.4759 2.4138 -1.5258 -0.0943 -0.0877 0.063
H 2.5690 -2.7383 2.1037 0.2339 1.3375 0.2887 0.070
H 2.1634 -1.3149 3.2053 1.0398 -0.3455 -1.3463 0.076
H 2.6906 -1.3106 0.0333 -0.6611 0.6592 1.4122 0.074
H 1.1002 -0.9540 0.8713 1.4112 0.3124 0.1424 0.088
H 3.0456 0.9944 -0.0288 -0.4589 0.1079 1.4697 0.100
H 3.5263 0.7903 1.7807 -1.0749 0.0959 -1.3114 0.103
H 0.7919 1.0599 2.1758 0.9160 0.9924 -0.6001 0.076
H 1.9508 2.5545 2.1313 -0.7495 -1.4423 -0.5606 0.111
H 1.1512 2.0772 -0.6373 -0.5700 0.8100 1.3120 0.098
H 0.5633 3.5155 0.4237 0.4605 -1.4249 -0.0852 0.100
H -0.8697 0.8350 0.8381 -0.2072 1.4385 -0.9205 0.084
H -1.1819 1.5284 -0.8331 0.5188 0.6226 1.6524 0.080
H -2.7074 3.0862 0.0450 1.1173 0.1197 1.4308 0.104
H -1.4937 3.7645 1.3552 -0.7133 -1.1607 -0.6519 0.103
H -2.8943 0.9211 1.5132 0.0508 1.2057 0.9404 0.075
H -3.8004 2.4011 2.2173 1.4206 -0.8617 -0.4566 0.111
H -2.4117 2.6914 4.1011 0.5707 -1.2001 -1.1114 0.114
H -0.9056 2.4693 3.0983 -1.4907 -0.7234 0.4271 0.097
H -1.6125 0.7314 5.1667 0.1886 -0.1842 -1.7055 0.108
H -0.4842 0.3299 3.7910 -1.6944 -0.1381 0.2056 0.087
H -3.6187 -0.2935 3.3415 1.4019 -0.3312 0.4473 0.107
H -2.7277 -1.2392 4.6818 -0.0502 1.0285 -1.4935 0.109
H -1.5769 -2.6290 3.1184 -0.5734 1.3087 -0.5167 0.110
H -0.8530 -1.1658 2.2978 -1.4717 -0.6193 0.7148 0.083
H -2.5267 -0.9679 0.5731 -0.3362 -1.1225 1.3043 0.097
H -3.8251 -1.8775 1.5201 1.3121 -0.1900 -0.2650 0.114
H -1.0750 -3.2855 0.7671 -1.7091 -0.2123 -0.3291 0.123
H -2.1837 -2.9152 -0.6385 -0.1313 -0.6406 1.7272 0.121
H -3.0045 -4.4315 1.8188 -0.5814 -0.5136 -1.0516 0.131
H -4.5287 -2.7095 -0.9798 0.0752 -0.7937 0.1945 0.112
O 9.0324 -0.1424 -2.0638 -0.2843 -0.0983 0.0197 0.108
C 7.8898 -0.5487 -1.9758 0.4408 0.1549 -0.0304 -0.387
C 7.1912 -0.6000 -0.6736 -0.2680 -0.0649 0.2011 0.027
C 5.9389 -1.0478 -0.5779 0.2454 0.1215 0.1693 0.026
C 5.1953 -1.5103 -1.7692 -0.3571 -0.1296 0.0324 -0.377
O 4.0520 -1.9167 -1.6806 0.3022 0.0534 -0.1242 0.093
C 5.8935 -1.4591 -3.0713 0.2471 0.0670 -0.1984 0.023
C 7.1458 -1.0113 -3.1672 -0.2727 -0.1249 -0.1613 0.023
H 7.7497 -0.2569 0.1884 0.0279 0.0029 -0.0412 0.124
H 5.4121 -1.0930 0.3675 -0.0434 -0.0104 -0.0263 0.110
H 5.3348 -1.8021 -3.9333 -0.0280 -0.0051 0.0417 0.123
H 7.6722 -0.9662 -4.1124 0.0323 0.0146 0.0333 0.123
O -2.1429 0.2342 -2.7650 -0.0795 0.1565 -0.1594 0.087
C -2.3715 1.0660 -3.6237 0.0637 -0.2642 0.2482 -0.385
C -1.5491 2.2887 -3.7462 0.0894 0.2699 -0.1221 0.022
C -1.8015 3.2005 -4.6858 0.1964 -0.0894 0.2671 0.026
C -2.9129 3.0271 -5.6458 -0.0896 0.3220 -0.3367 -0.387
O -3.1411 3.8580 -6.5035 0.0578 -0.2075 0.2170 0.109
C -3.7351 1.8043 -5.5232 -0.0895 -0.3000 0.1441 0.024
C -3.4826 0.8926 -4.5836 -0.1837 0.0829 -0.2351 0.022
H -0.7389 2.3999 -3.0359 -0.0126 -0.0303 0.0084 0.113
H -1.2104 4.1017 -4.7896 -0.0320 0.0021 -0.0334 0.124
H -4.5451 1.6932 -6.2333 0.0262 0.0413 -0.0078 0.124
H -4.0738 -0.0087 -4.4798 0.0311 -0.0056 0.0267 0.122



# 3
50
Properties=species:S:1:pos:R:3:forces:R:3:nbo_charge:R:1 method="wB97M-V/def2-TZVPD" total_charge=-1 lumo_ev=2.422 e_above_lowest_kj_mol=24.2
Zr -0.1982 0.3940 -1.0217 -0.4443 -0.3892 0.0335 1.975
O -3.1483 -1.2776 1.5826 -0.0212 0.0462 0.0315 -0.661
C -2.5979 -0.7520 0.6179 -0.0610 0.0473 -0.0494 0.645
N -1.6330 0.1793 0.6409 0.2518 -0.1575 -0.1435 -0.775
C -1.2450 0.6460 1.9494 -0.0269 0.0052 0.0194 -0.254
C -0.5396 1.9617 1.7947 0.0133 0.0187 0.0203 0.259
C -0.4286 2.8576 2.8445 -0.0081 -0.0051 0.0041 -0.271
C 0.1689 4.0882 2.6194 0.0023 0.0011 0.0054 -0.153
C 0.6243 4.3877 1.3508 -0.0009 0.0022 0.0026 -0.254
C 0.4869 3.4365 0.3540 0.0140 -0.0017 0.0197 0.117
N -0.0702 2.2439 0.5723 -0.0133 0.0043 -0.0564 -0.529
C -3.0114 -1.1003 -0.7872 0.0529 -0.1814 0.0532 0.157
C -3.9828 -2.0488 -1.0327 -0.0767 0.1183 -0.0298 -0.220
C -4.3020 -2.3289 -2.3523 0.0092 0.0032 -0.0464 -0.152
C -3.6361 -1.6600 -3.3649 -0.0139 -0.0039 0.0165 -0.244
C -2.6485 -0.7477 -3.0292 -0.0197 -0.0016 -0.0167 0.100
N -2.3470 -0.4785 -1.7630 0.1298 0.0765 0.0059 -0.492
H -2.1218 0.7677 2.5916 0.0048 -0.0184 0.0045 0.220
H -0.5885 -0.0744 2.4567 0.0170 0.0142 -0.0017 0.200
H -0.8343 2.5959 3.8133 0.0002 -0.0021 0.0000 0.213
H 0.2604 4.8074 3.4242 0.0017 0.0012 -0.0001 0.208
H 1.0981 5.3303 1.1189 0.0019 -0.0010 -0.0002 0.224
H 0.8157 3.6430 -0.6529 0.0005 -0.0029 0.0009 0.244
H -4.4525 -2.5365 -0.1907 -0.0037 0.0053 -0.0068 0.241
H -5.0534 -3.0713 -2.5906 -0.0027 0.0001 0.0069 0.210
H -3.8438 -1.8613 -4.4061 0.0006 0.0008 -0.0004 0.220
H -2.0601 -0.2310 -3.7752 0.0019 0.0008 0.0033 0.241
Se 3.5701 2.7322 -0.5071 -0.0134 0.0081 -0.0059 -0.650
Se 2.3209 1.5026 -2.0198 -0.0027 -0.0082 0.0578 0.028
Se 0.9572 2.8880 -3.3648 0.0028 0.1238 0.0007 -0.031
Se -1.2019 2.5030 -2.4875 0.0868 -0.1274 -0.1007 -0.445
C 1.7527 -2.7514 1.1647 -0.0520 0.0348 -0.0740 -1.022
P 2.3164 -1.0555 1.0259 0.1238 -0.0502 0.0488 2.009
C 2.7588 -0.4764 2.6699 0.0519 -0.0256 -0.0382 -1.008
C 3.7943 -1.0666 0.0269 -0.1006 -0.0229 -0.1011 -1.056
O 1.2461 -0.1295 0.4949 0.0043 0.1159 -0.0950 -1.149
H 2.4599 -3.3525 1.7374 0.0293 0.0408 0.0267 0.232
H 1.6561 -3.1423 0.1515 0.0031 -0.0109 0.0078 0.300
H 0.7680 -2.7699 1.6324 0.0153 0.0053 0.0262 0.259
H 3.5591 -1.0846 3.0932 -0.0055 0.0062 0.0075 0.235
H 1.8841 -0.5203 3.3194 -0.0059 0.0005 -0.0078 0.244
H 3.0900 0.5593 2.5790 -0.0040 0.0027 -0.0208 0.273
H 4.5490 -1.7210 0.4657 -0.0121 -0.0046 0.0390 0.237
H 4.1711 -0.0457 -0.0669 0.0108 0.0015 0.0367 0.290
H 3.5028 -1.4480 -0.9560 0.0269 0.0089 0.0019 0.306
O -0.1614 -1.8465 -1.0022 -0.0519 0.2353 0.0806 -1.067
S 0.4479 -2.0365 -2.3878 0.2281 -0.0825 -0.0619 2.592
O -0.3330 -2.9222 -3.2081 -0.1013 0.0596 0.0211 -0.977
O 0.3348 -0.5837 -2.8874 0.0282 0.0981 0.3002 -1.057
O 1.8456 -2.4036 -2.2380 -0.0716 0.0100 -0.0260 -1.012



# 4
61
Properties=species:S:1:pos:R:3:forces:R:3:nbo_charge:R:1 method="wB97M-V/def2-TZVPD" total_charge=-2 lumo_ev=3.564 e_above_lowest_kj_mol=249.1
C 2.5989 0.4428 3.0182 -1.1755 -0.2317 0.6607 -0.704
C 1.5360 -0.3533 2.0821 0.1364 -1.5761 0.8112 0.298
C 0.8745 0.4814 0.9038 0.3064 1.2886 0.3541 -0.711
N 1.2883 -1.5867 2.4080 1.1330 3.1437 -1.1744 -0.845
Ga 1.4334 -2.8312 0.9222 -0.1615 -1.3177 -0.4457 1.098
C -0.2708 -4.0611 1.0464 -1.7709 1.1538 0.1388 -0.947
C -1.4735 -3.0689 1.4125 1.2822 -2.5592 1.6365 0.149
N -1.8466 -2.9809 2.6698 -0.3679 0.8245 -1.9597 -0.762
C 3.0520 -4.1396 1.0767 1.9537 -4.5648 0.0981 0.409
O 4.2652 -3.7595 1.2987 -1.9622 0.3107 -0.4748 -0.846
O 2.8456 -5.5121 0.9108 -0.1363 4.7942 0.3376 -0.900
H 3.6150 -0.0749 2.9959 -1.3680 0.7901 -0.2893 0.231
H 2.2005 0.2993 4.0893 0.6422 0.3131 -1.4560 0.205
H 2.6431 1.5571 2.7921 0.2095 -1.2730 0.2285 0.171
H 0.6419 -0.1031 -0.0369 0.3499 0.4601 1.3841 0.253
H 1.5252 1.3871 0.6057 -0.6596 -1.3810 0.3816 0.179
H -0.1213 0.9460 1.2735 2.3112 -0.9586 -0.2906 0.219
H 1.4784 -2.0253 -0.4846 -0.0912 -0.1019 -0.0311 -0.391
H -0.0578 -4.7419 1.9414 -0.4554 0.8235 -1.3102 0.215
H -0.4471 -4.6539 0.0947 0.2627 0.7300 1.1010 0.209
H -2.0307 -2.4531 0.6194 0.9525 -0.7967 1.1561 0.153
H -1.2835 -3.5917 3.2761 -0.0097 0.1941 -0.6328 0.326
C -4.5479 1.1436 4.0757 0.3179 -0.1928 0.3220 -0.628
C -3.9066 1.6920 2.8199 -0.4211 -0.2222 0.8428 0.063
C -4.7806 1.5975 1.6014 -0.5074 0.3448 -0.1765 -0.093
O -3.8251 1.5407 0.5492 -0.0194 -0.1170 0.2136 -0.518
C -2.6946 0.9881 1.0816 1.2566 -0.8774 -0.2128 0.966
O -1.7590 0.6171 0.4414 -2.0215 0.4024 -0.0875 -0.536
O -2.7768 0.9137 2.4378 -0.1058 0.2930 -0.7008 -0.464
H -3.9039 1.3291 4.9388 -0.0846 0.0162 -0.0687 0.227
H -5.5178 1.6115 4.2623 0.0605 0.0545 -0.0825 0.203
H -4.6795 0.0605 4.0113 -0.0082 0.1003 -0.1731 0.239
H -3.5676 2.7206 2.9882 -0.0622 0.0139 -0.1168 0.174
H -5.4312 2.4670 1.4894 0.1294 -0.0302 -0.1794 0.193
H -5.3895 0.6886 1.5705 0.0887 -0.0148 0.1768 0.186
C 6.3118 -2.9360 -3.3444 0.2002 0.2452 -0.4445 -0.622
C 5.8428 -1.8663 -2.3827 0.2131 -0.7973 -0.2903 0.063
C 4.8148 -2.3444 -1.3997 0.3690 -0.6087 0.6359 -0.117
O 4.1094 -1.1451 -1.0974 0.1842 0.9373 -0.8985 -0.450
C 4.2197 -0.3406 -2.1826 -0.7648 0.1781 0.6652 0.972
O 3.5905 0.6672 -2.3534 0.4992 -0.4227 -0.1185 -0.611
O 5.1418 -0.8277 -3.0663 -0.2152 0.4791 0.0555 -0.521
H 7.1260 -2.5530 -3.9673 0.0131 -0.0638 0.0531 0.196
H 6.6721 -3.8177 -2.8102 -0.0829 0.1030 0.0654 0.226
H 5.5106 -3.2336 -4.0257 -0.0711 -0.0142 0.2300 0.217
H 6.7021 -1.4149 -1.8732 -0.0662 0.0109 0.0536 0.164
H 5.2641 -2.7685 -0.4995 -0.4720 0.0250 0.1438 0.271
H 4.1097 -3.0680 -1.8198 0.0781 0.0096 0.0079 0.200
C -2.0214 2.8388 -3.7794 0.1635 0.2154 -0.3969 -0.629
C -2.5060 3.8900 -2.8057 0.5600 -0.9427 -0.4120 0.060
C -3.5283 3.3865 -1.8308 0.3531 -0.4382 0.4587 -0.102
O -4.2528 4.5735 -1.5126 -0.1198 0.5797 -0.5047 -0.496
C -4.1493 5.3935 -2.5937 -0.3148 0.5252 -0.1467 0.970
O -4.7915 6.3931 -2.7511 0.3266 -0.5430 0.1108 -0.598
O -3.2229 4.9290 -3.4775 -0.5859 0.4925 0.4934 -0.496
H -1.2129 3.2403 -4.3955 -0.0049 -0.0871 0.1102 0.222
H -1.6490 1.9557 -3.2558 -0.0143 0.1211 0.0544 0.249
H -2.8179 2.5385 -4.4655 -0.0771 -0.0021 0.2109 0.211
H -1.6539 4.3459 -2.2903 -0.1125 -0.0178 0.0609 0.187
H -3.0735 2.9585 -0.9402 -0.1884 0.1662 -0.0980 0.237
H -4.2221 2.6588 -2.2629 0.1257 0.0128 -0.0799 0.180



Please write out number 1 again, unchanged.
13
Properties=species:S:1:pos:R:3:forces:R:3:nbo_charge:R:1 method="wB97M-V/def2-TZVPD" smiles="NCC(=O)O.O" total_charge=0 lumo_ev=0.411 e_above_lowest_kj_mol=67.5
N 0.7470 0.3135 -1.3074 0.0105 -0.1859 0.1240 -0.821
C 0.8473 1.2512 -0.2108 -0.7377 0.1022 0.5502 -0.332
C 0.0334 0.9878 1.0669 0.3428 -0.5000 -1.5309 0.769
O 0.2880 1.4756 2.1193 0.0352 0.3286 0.9603 -0.583
O -1.0640 0.2019 0.8626 0.9024 0.3589 -0.5124 -0.699
H 1.3696 -0.4540 -1.0836 -0.1814 -0.1602 -0.3412 0.354
H -0.1931 -0.0487 -1.4769 0.3335 0.3105 0.1803 0.374
H 1.8928 1.3508 0.0679 -0.0157 0.0460 0.1512 0.226
H 0.5030 2.2611 -0.4609 0.0984 -0.0676 -0.4335 0.219
H -1.4866 0.2375 1.7131 -0.7815 -0.2222 0.8457 0.493
O -1.1228 -2.7685 -0.6995 -0.5189 -0.3415 0.3170 -0.933
H -0.3739 -2.1882 -0.7942 0.3710 0.3148 0.0444 0.461
H -1.4406 -2.6200 0.2034 0.1413 0.0165 -0.3551 0.471